11 unconnected molecules or ions with the total composition C81H114N5O29 at a distorted geometry. Source: OMol25; level of theory: ωB97M-V/def2-TZVPD.

Structure (ORCA input):
```
! wB97M-V def2-TZVPD RIJCOSX def2/J DEFGRID3
* xyz 0 6
H -2.81513 0.44497 3.36653
H -3.51606 -2.36982 -0.24677
H 4.74757 1.21581 3.71900
H 1.93983 4.21921 -4.11868
C -3.41918 3.29069 0.53818
H -8.14732 -3.78948 0.10629
C -1.50059 4.57518 4.26669
C -6.45932 0.04431 2.62235
H 0.96789 6.60884 1.59038
H -3.68003 -2.58837 -4.55420
H -2.04440 7.68394 -0.17543
O -0.84520 -6.58483 0.90397
H 7.54643 -4.22651 -3.76882
H 6.57688 -2.80136 -3.77404
H -5.31597 -2.99552 -4.97149
C -7.23807 0.74690 3.47559
C -4.50438 -5.04461 -3.51358
H 7.57656 0.61949 -0.64108
H 1.62487 -6.01017 -5.22153
H -4.91581 -1.54854 -3.83789
O 1.66671 -7.36192 -1.75511
H -1.91634 -0.31828 1.05690
H 0.75726 -4.98045 2.49285
H 1.74056 -4.20021 -0.09710
C -4.69924 -2.59359 -4.15833
H -6.61838 -1.12136 -2.26909
H 8.03213 -0.83367 0.36695
H -5.03936 -5.34078 -4.40294
H 0.43561 6.13163 5.18711
H 4.43850 -7.08717 -1.81935
C -1.79420 7.03267 5.07893
H -0.92586 4.22973 5.12510
H 5.93610 5.14573 0.68999
O -3.20749 0.97856 4.07290
C 4.56881 5.31920 -0.51148
H -0.23266 7.34168 -0.26453
C 6.32549 -1.11617 -0.94757
C -7.92890 -4.08403 -0.90858
C 0.80283 0.12739 5.09097
H 8.85585 -5.07178 -1.58122
C -0.78340 -3.85945 3.28635
C 1.00902 1.52289 -1.13602
H -0.58054 -5.39189 -4.06853
H -1.28236 -1.99120 1.31533
H -8.82992 1.33498 4.11774
H 3.40219 -5.85698 1.23241
C 7.53956 -3.18402 -3.40896
C 2.72449 -6.28642 0.46093
H -1.00331 9.64411 1.40325
C 1.41638 -5.53610 -3.07758
H -8.19596 -2.08134 -2.56702
O 3.50674 2.99309 3.92864
N 0.39469 0.94837 1.10757
O -2.95876 6.33080 2.41799
H 5.03627 -1.47433 -2.59688
H 7.11316 -5.30503 -1.84476
H -4.44318 -1.39710 -1.45138
O 0.58559 1.24599 2.52640
C -3.20730 -4.54206 2.61989
O -7.51681 2.36219 5.11373
H -2.56396 9.04073 2.09520
H 6.52218 -0.39694 -3.03696
C -2.30391 -3.74122 3.41862
C -1.06286 -0.92978 1.47898
O -4.16195 -0.40409 2.06771
H 2.05796 -0.30651 -1.11472
C 0.47576 1.57008 5.25428
C -1.26174 -5.66918 1.65734
H 2.37834 -1.22206 4.39103
H -4.29614 -4.46185 2.77655
H -1.59687 6.64507 6.08879
C -0.96141 7.52429 1.84433
H 4.91511 2.96249 -3.01412
O -3.91659 0.42144 -4.86152
O -0.10605 -0.63688 5.38928
O 4.27747 0.41001 4.07151
C -6.76596 -3.17819 -1.43980
H 1.28647 3.98495 -0.28793
H -2.53510 4.34929 4.43395
C 1.26326 3.41767 0.66881
H 0.90216 8.37359 4.10381
H -2.96327 -3.14930 -2.45647
H 9.80642 -0.40688 -1.35346
C 3.37233 5.87586 -0.87367
H 3.42542 -3.86408 0.02068
H 3.57529 2.13798 0.19445
O -1.25500 -0.20914 -4.14073
H -0.67339 -5.74431 -2.36068
N 1.76465 -6.23145 -1.76954
H 2.71377 -7.34585 0.59482
H -0.05332 1.81044 -1.06593
H -0.96501 3.99946 3.51139
C -2.54066 3.68560 -4.81736
H 3.44958 -3.59101 -2.53293
C -0.02999 -5.93448 -3.24263
H -8.81623 -4.05366 -1.55200
C -4.84445 3.11117 0.92727
C 3.03160 0.77645 4.52553
H 2.50547 -7.00904 -3.91521
O -0.75954 1.80992 5.68151
O -7.06436 -4.47206 -3.37764
H 5.12369 0.01703 0.42993
O -3.07272 0.60258 -1.97445
H 3.20003 -5.53780 -4.46447
H 5.13140 0.20039 -2.27517
H -3.48240 -0.45474 -4.87183
O 2.78777 3.76297 -3.98279
C 2.21754 -5.99889 -4.27475
H 4.35591 -1.49694 -0.04392
C 0.02649 -0.71379 -0.73415
H 8.55129 -0.49496 -2.60643
C -1.11229 3.33482 -4.37037
H 5.03046 -5.99020 -0.64563
C 1.01044 7.45900 3.51912
H 0.43654 -3.71860 -2.43380
H -0.90721 -0.73494 2.55159
O -2.74643 4.89138 -4.95712
H -1.11182 0.92327 5.76208
C -5.01490 1.58560 -0.84094
C 5.29732 -1.02708 0.20103
C -4.53171 0.85903 3.96314
C -1.50799 0.96327 -4.33604
H -4.59440 -5.77154 -2.69910
H 8.28766 -2.67920 -3.96912
O -5.19194 3.84132 2.01920
H 1.53417 2.16766 -1.85624
C 4.35530 -6.03793 -1.48195
C 7.88003 -4.67931 -1.37745
C -3.53574 1.55410 -1.07271
C -2.98303 1.33638 -4.69462
H 0.50182 1.98970 -4.11812
H -0.22277 -7.00444 -3.55331
N -6.24112 -3.78725 -2.65915
C -1.21635 6.13317 4.06153
O 0.06512 -3.20704 4.03554
N -1.62167 6.44423 2.58296
C 1.41923 -1.49323 1.34967
C 0.29093 6.22276 4.10035
C 7.79197 -3.28481 -1.88677
C 2.68659 -4.20165 -0.67565
C -5.27732 1.43805 4.93555
H -3.74471 -4.32805 -1.41948
H -0.27188 -2.34855 4.30628
C 5.20674 4.19039 -1.25179
H 2.14165 3.71631 1.30569
H -1.03050 9.28037 3.11722
C -4.85157 -3.61158 -3.05822
H -7.60498 -5.14660 -0.76283
H -1.26350 6.15001 0.29583
C 7.63351 -0.46705 -0.60086
H 9.91663 -2.67742 -2.09701
C -2.76476 -5.44623 1.77722
H 0.73852 5.33734 3.57013
C 2.16037 -0.19353 4.68914
H 3.13962 0.40666 0.59122
H 2.45933 -2.47365 -1.74922
C 1.32635 2.53162 4.93557
H 2.97612 1.77642 1.85216
H -8.03643 -1.33875 -1.12587
H 2.93624 6.62789 -0.23728
H -6.57727 2.01930 0.83689
C 2.72121 2.22537 4.41967
H -1.37433 8.05110 5.08475
C 4.54774 3.80981 -2.47705
C 2.96782 -5.69190 -0.99819
C -3.90021 -3.41985 -1.98367
C 9.01738 -2.40752 -1.55660
C -3.44363 2.56966 -4.99172
C -5.03264 0.17375 2.68399
C -1.16145 7.25510 0.31387
C 8.81841 -0.84788 -1.60754
H 1.77970 -1.07751 2.28457
H -3.42901 -5.18028 -3.88716
H -7.01285 -0.35969 1.75325
H -0.75855 5.18634 -4.49895
H 1.35909 -3.52050 -3.85658
O 6.27773 3.81493 -0.90236
H 5.68373 -1.57858 1.08820
C -0.57422 2.07735 -4.27777
C 1.44754 1.80284 0.35550
H 7.81306 -4.67577 -0.30469
H -6.24476 -2.21157 0.17135
H 1.72667 -6.05551 0.77410
C 0.55440 7.49295 2.07833
H -3.92455 0.26099 -2.36147
H 0.97186 8.37647 1.55615
C 2.51213 -3.52753 -1.96275
C -0.32349 -4.80170 2.48742
H -2.96157 -6.71580 0.36644
C -4.33235 -2.38759 -0.93225
C -1.44585 8.95547 2.15584
O 5.47381 -3.30002 -1.37926
H -2.85867 7.10996 4.95532
C 2.71507 5.43935 -2.07808
N 6.57425 -2.57351 -1.26359
H -0.92229 -0.21057 -0.96175
H 0.37703 3.50712 1.30766
C 1.07593 0.07425 -1.49263
H 2.34242 -1.45608 0.71140
H -1.72800 2.25961 -0.46828
O -2.75961 -2.96925 4.23511
C -2.79537 2.27314 -0.32582
H -4.55851 4.45368 2.21277
C -5.73321 -2.96262 -0.44305
H -0.10773 -1.81376 -0.84913
O -0.27621 4.36019 -4.29946
H -4.51425 2.62669 -5.33633
C 3.39495 4.30956 -2.87660
O 5.17614 5.76866 0.57590
C -6.69044 1.60708 4.63815
O 1.67324 5.89302 -2.43926
H 2.08704 7.29353 3.63472
C 0.28060 -0.48219 0.79900
H -5.63000 -3.84258 0.24120
C 5.74506 -0.68062 -2.33544
C -5.60427 2.10989 0.37211
C 1.40395 -3.98951 -2.85093
C 2.92102 1.47262 0.78436
H 1.16546 -2.53820 1.64130
O -2.80926 4.20967 0.91502
O -8.58724 0.62507 3.45480
C -7.38028 -1.82591 -1.87104
O -5.66277 0.89929 -1.66698
O -3.53622 -6.23772 0.97268
H 1.11818 3.60607 4.89243
H -4.76457 1.97094 5.70708
H 9.30363 -2.50625 -0.49865
H 4.64042 -5.31939 -2.24387
H 1.14438 -0.28379 -2.54949
*
```

The value obtained for the LUMO energy (spin up / spin down) is -1.8 / -1.8 eV. As for the maximum force: 11.8 eV/A.

Mulliken atomic charge list, values in e, 5 entries: number 1, H, carries 0.024; number 2, H, carries -0.026; number 3, H, carries 0.472; number 4, H, carries 0.235; number 5, C, carries -0.710